70
Properties=species:S:1:pos:R:3:nbo_charge:R:1 method="wB97M-V/def2-TZVPD" de_lowest_ev=3.219 largest_force_ev_per_a=4.27 spin_multiplicity=2 charge=+1 homo_ev="-9.4 / -9.4" energy_ev=-120063.921 orbital_gap_ev="5.68 / 4.63"
Cu 10.59 9.81 11.19 1.254
S 12.13 11.33 11.62 -0.359
S 5.59 6.98 7.64 2.392
P 9.52 14.34 11.09 0.724
O 5.27 7.84 8.83 -1.054
O 5.41 7.45 6.27 -0.964
O 5.11 5.64 7.84 -0.998
N 8.59 9.59 11.67 -0.566
N 10.53 16.95 11.35 -0.417
N 8.16 16.50 11.80 -0.439
N 10.75 9.49 13.13 -0.338
N 9.87 15.71 13.39 -0.398
N 10.88 8.08 9.97 -0.917
N 11.92 9.61 13.74 -0.419
N 13.83 10.95 13.68 -0.784
C 8.42 9.53 13.01 0.110
C 7.93 15.28 11.02 -0.518
C 8.45 7.63 16.95 -0.195
C 9.32 8.13 17.89 -0.188
C 7.69 6.26 9.29 -0.162
C 9.60 9.27 13.80 0.295
C 10.65 15.78 10.48 -0.488
C 9.40 8.18 8.10 -0.273
C 8.23 7.81 7.48 -0.203
C 9.63 8.74 15.17 -0.140
C 10.53 9.26 16.14 -0.181
C 8.43 16.15 13.16 -0.054
C 12.68 10.54 13.04 0.278
C 8.58 7.90 15.56 -0.199
C 7.13 9.61 13.54 -0.240
C 9.69 7.54 9.36 0.089
C 10.34 9.00 17.50 -0.208
C 7.39 6.97 8.10 -0.266
C 7.52 9.47 10.85 0.085
C 8.87 6.58 9.97 -0.273
C 6.26 9.37 11.33 -0.219
C 10.08 14.33 12.84 -0.563
C 6.04 9.53 12.70 -0.129
C 9.16 17.42 11.23 -0.078
C 10.84 16.62 12.77 -0.080
H 11.64 8.09 9.23 0.409
H 11.34 9.94 15.74 0.244
H 10.17 8.78 7.63 0.208
H 7.65 6.96 17.34 0.231
H 11.19 14.08 12.96 0.269
H 7.72 15.34 13.50 0.236
H 7.04 14.76 11.32 0.244
H 14.12 10.44 14.50 0.421
H 8.35 17.01 13.79 0.219
H 10.85 17.60 13.28 0.239
H 9.04 18.39 11.73 0.217
H 9.13 6.15 10.95 0.215
H 7.67 9.53 9.77 0.247
H 9.25 7.90 18.97 0.233
H 14.47 11.49 13.13 0.412
H 7.90 8.45 6.62 0.250
H 11.20 7.38 10.64 0.395
H 10.36 16.05 9.48 0.240
H 8.01 7.34 14.85 0.233
H 11.66 15.37 10.51 0.234
H 6.98 9.41 14.60 0.246
H 11.82 16.12 12.89 0.228
H 8.97 17.57 10.19 0.225
H 9.48 13.52 13.35 0.267
H 5.01 9.72 13.06 0.241
H 11.09 9.44 18.18 0.226
H 7.78 15.59 10.00 0.250
H 5.47 9.11 10.62 0.306
H 7.00 5.51 9.62 0.258
H 10.05 15.66 14.42 0.441


17
Properties=species:S:1:pos:R:3:nbo_charge:R:1 method="wB97M-V/def2-TZVPD" smiles=CC[C@@]1(I)C[C@H]1P de_lowest_ev=1.155 largest_force_ev_per_a=3.24 charge=0 homo_ev=-9.2 energy_ev=-22734.302 orbital_gap_ev=9.86
I 2.82 -0.14 -0.26 0.150
P -1.57 -1.74 -0.69 0.327
C -0.01 0.95 -0.71 -0.446
C 0.10 -1.56 0.12 -0.504
C 0.18 2.33 -0.05 -0.626
C 0.19 -0.58 1.28 -0.444
C 0.77 -0.20 -0.03 -0.165
H -0.19 2.16 1.03 0.216
H -0.47 3.08 -0.64 0.215
H 0.86 -2.29 0.29 0.235
H -1.09 -2.65 -1.57 -0.028
H 0.72 -0.91 2.09 0.221
H -1.93 -2.74 0.16 -0.027
H 0.39 0.85 -1.70 0.210
H -1.13 0.83 -0.73 0.233
H 1.18 2.84 -0.22 0.223
H -0.83 -0.22 1.63 0.210